No. 1
{
  "formula": "C4H8O2",
  "method": "wB97M-V/def2-TZVPD",
  "homo_lumo_gap_ev": 11.71,
  "charge": 0,
  "smiles": "CCCOC=O",
  "lumo_energy_ev": 1.00,
  "e_tot_ha": -307.69071,
  "species": ["C", "C", "C", "O", "C", "O", "H", "H", "H", "H", "H", "H", "H", "H"],
  "positions_angstrom": [[2.0338, -0.1198, -0.5535], [0.5723, -0.5196, -0.7034], [-0.3062, 0.2818, 0.2168], [-1.6559, -0.1517, 0.0016], [-2.5140, 0.2212, 0.9498], [-2.2282, 0.7929, 1.9732], [2.3963, -0.2835, 0.4682], [2.6619, -0.7068, -1.2263], [2.1867, 0.9390, -0.7911], [0.4301, -1.5795, -0.4668], [0.2233, -0.3717, -1.7304], [-0.0225, 0.1335, 1.2615], [-0.2474, 1.3555, 0.0001], [-3.5303, 0.0088, 0.6004]]
}



No. 2
{
  "formula": "C4H8O2",
  "method": "wB97M-V/def2-TZVPD",
  "homo_lumo_gap_ev": 9.78,
  "charge": 0,
  "smiles": "C=C(CO)OC",
  "lumo_energy_ev": 0.93,
  "e_tot_ha": -307.62739,
  "species": ["C", "C", "C", "O", "O", "C", "H", "H", "H", "H", "H", "H", "H", "H"],
  "positions_angstrom": [[-0.5738, -1.3683, 0.0736], [0.2172, -0.2999, 0.0737], [1.7350, -0.4014, 0.0514], [2.4387, 0.7442, -0.3541], [-0.3114, 0.9468, 0.2412], [-1.6757, 1.0673, -0.2220], [-0.2394, -2.3424, -0.2330], [-1.5618, -1.2891, 0.4994], [2.0570, -0.7261, 1.0566], [2.0118, -1.2118, -0.6338], [1.9938, 1.5076, 0.0326], [-2.0089, 2.0270, 0.1543], [-2.3989, 0.3153, 0.1244], [-1.6811, 1.0238, -1.3166]]
}



No. 3
{
  "formula": "C4H8O2",
  "method": "wB97M-V/def2-TZVPD",
  "homo_lumo_gap_ev": 9.68,
  "charge": 0,
  "smiles": "C=CC(=C)O.O",
  "lumo_energy_ev": 0.60,
  "e_tot_ha": -307.58952,
  "species": ["C", "C", "C", "C", "O", "H", "H", "H", "H", "H", "H", "O", "H", "H"],
  "positions_angstrom": [[-1.4460, -2.1588, 0.0732], [-1.0467, -1.2705, 1.0117], [-0.1176, -0.2335, 0.4465], [0.8223, 0.2489, 1.2011], [-0.5713, 0.2848, -0.7936], [-1.6221, -1.7784, -0.9217], [-1.9726, -3.0839, 0.2005], [-1.0136, -1.6810, 1.9680], [1.3952, 1.1526, 0.7720], [0.9453, 0.1501, 2.3222], [-0.9786, 1.1179, -0.7986], [2.2343, 2.3342, -1.7515], [1.8197, 3.2075, -1.8811], [1.5517, 1.7101, -1.8486]]
}



No. 4
{
  "formula": "C4H8O2",
  "method": "wB97M-V/def2-TZVPD",
  "homo_lumo_gap_ev": 11.07,
  "charge": 0,
  "smiles": "COC[C@H]1CO1",
  "lumo_energy_ev": 1.08,
  "e_tot_ha": -307.61702,
  "species": ["C", "O", "C", "C", "C", "O", "H", "H", "H", "H", "H", "H", "H", "H"],
  "positions_angstrom": [[-2.1297, 0.5896, -0.1362], [-0.9052, -0.0009, -0.4884], [-0.1304, -0.3018, 0.6485], [1.2412, -0.7639, 0.2130], [2.0517, 0.1076, -0.6331], [2.3378, -0.0325, 0.7496], [-2.7381, -0.0766, 0.4957], [-1.9752, 1.5343, 0.4096], [-2.6724, 0.7971, -1.0611], [-0.6312, -1.0733, 1.2571], [-0.0004, 0.5927, 1.2783], [1.4098, -1.8392, 0.1612], [1.6388, 1.0674, -0.9388], [2.7885, -0.3238, -1.3087]]
}



ΔE to the lowest compared entry with this formula, charge and spin? In order: 13.6; 53.4; 77.1; 59.9 kcal/mol.
HOMO energy? In order: -10.714; -8.855; -9.082; -9.992 eV.